Entry 1:
Formula: C15H18O
Source: OMol25
Level of theory: ωB97M-V with the def2-TZVPD basis set

The LUMO energy comes out at 0.741 eV. The energy relative to the best compared isomer or geometry (same formula, charge and spin) comes out at 337.50 kJ/mol. The value obtained for the HOMO energy is -0.300 Ha. The calculation puts the total energy at -17891.1741 eV. The HOMO-LUMO gap comes out at 8.91 eV.

Cartesian coordinates (Å):
O -0.6319 -2.4366 -1.4021
C 3.5151 1.2571 -2.0124
C -3.0803 -1.5807 2.5659
C 1.9785 -0.3196 -2.9037
C -3.6655 0.6808 1.2891
C 2.4892 0.2798 -1.7788
C -2.1748 -0.5415 2.7574
C -4.5691 -0.3587 1.1973
C 5.0435 1.1165 -1.4237
C 0.9344 -1.2696 -2.7075
C 2.0791 -0.0096 -0.4533
C 1.0859 -0.9207 -0.2324
C -2.5387 0.6885 2.1827
C -4.2558 -1.5049 1.9050
C -1.6972 2.0456 2.0993
C 0.4242 -1.4723 -1.3725
H -1.0426 1.9848 1.1655
H 0.4485 -1.7508 -3.3749
H 3.6064 1.4671 -3.0688
H 5.6181 0.6228 -2.1049
H -2.4604 2.9333 1.8233
H 5.3522 2.0142 -0.9264
H 3.3451 2.1643 -1.6418
H -4.8098 -2.4859 1.7172
H -1.1813 -0.8014 3.3038
H -3.7582 1.6802 0.7493
H 2.3545 0.0667 -3.8420
H 4.9446 0.1921 -0.8974
H 0.7909 -1.1468 0.7719
H -1.1871 2.0937 3.0417
H -1.1606 -2.4808 -0.5660
H 2.5234 0.5373 0.4683
H -5.4300 -0.2688 0.5678
H -2.8903 -2.4761 3.1033

Cartesian forces (eV/Å) of the 6 atoms listed first:
0.52 1.11 1.47
4.44 -0.26 -1.34
1.03 -0.28 1.57
-1.94 -1.46 1.04
0.68 2.12 0.87
0.19 -0.38 1.52

=====

Entry 2:
Formula: C21H52BN3O12PS
Source: OMol25
Level of theory: ωB97M-V with the def2-TZVPD basis set

The LUMO energy comes out at -6.656 eV. Its total charge is +1. The value obtained for the HOMO energy is -0.376 Ha. The calculation puts the total energy at -72446.3580 eV. The HOMO-LUMO gap comes out at 3.56 eV.

Cartesian coordinates (Å):
S -0.6277 3.3610 -1.7836
P -0.5517 3.3343 -3.7428
O 3.4853 2.0059 2.7517
O -3.8712 0.8677 -4.7604
O 3.9197 1.2662 -0.0741
O -2.9902 0.0623 -2.5286
O 3.7616 -0.9457 2.0435
O -1.4908 -0.0124 -4.6994
O -8.0978 0.5214 -5.1044
O -10.5754 -0.9818 -5.6730
O 6.7172 -0.3748 8.3015
O 4.7720 -2.4379 9.4193
O 4.2306 -0.9264 6.8071
O -7.9645 -1.9536 -6.9094
N 0.2426 1.8927 -4.4278
N 2.6252 2.5548 -3.4921
N 2.0572 0.5656 -5.1398
C 4.3996 1.1041 3.3722
C 4.8016 -0.0460 2.4329
C -8.5369 -2.3560 -5.6632
C 2.3073 2.2372 3.5174
C 2.7149 -0.4230 1.2167
C -8.1086 -0.5789 -7.2862
C -7.4507 0.4572 -6.3681
C 7.0692 -1.7071 8.6690
C 5.1064 1.2345 -0.8583
C 3.3063 -1.0826 7.8753
C -10.0715 -2.3116 -5.5653
C 4.0219 -1.2333 9.2223
C -7.2135 0.4753 -3.9909
C 3.9817 -1.7708 5.6895
C -0.2937 0.5302 -4.0391
C 5.8780 -2.6727 8.5452
C 7.0535 0.5946 9.2888
C 3.1254 0.0914 -0.1676
C 0.9057 -0.3878 -4.7573
C 1.7581 1.7776 -4.2385
C -11.5851 -0.8353 -6.6663
B -2.7318 0.2989 -3.9630
H 6.2496 -3.6716 8.8046
H -6.3833 0.2285 -6.2665
H 5.5319 -0.6592 2.9749
H 1.5018 2.4736 2.8199
H 7.4814 -1.7580 9.6864
H -7.6272 -0.4976 -8.2678
H -10.3650 -2.6850 -4.5774
H -11.5400 0.1914 -7.0334
H 0.2776 4.4888 -4.1157
H 6.3447 1.4193 9.1960
H -9.1595 -0.3477 -7.4620
H -10.5090 -2.9797 -6.3202
H 3.1116 2.1843 -2.6233
H 2.1413 0.3233 1.7669
H 2.0099 1.3622 4.0962
H -7.7395 -0.0183 -3.1666
H -2.2238 0.3887 -1.9547
H 5.2995 1.6802 3.6170
H 3.2512 -1.2433 10.0019
H 2.2264 0.3574 -0.7271
H -1.8850 3.5427 -4.3241
H 2.7976 3.5867 -3.6881
H 0.5386 -0.9874 -5.7209
H 6.9823 0.1974 10.3018
H 1.8147 0.9996 -6.0810
H -8.0668 -1.8207 -4.8390
H 5.3350 0.3201 1.5564
H 2.6438 -1.9415 7.7165
H 4.9164 1.6937 -1.8311
H 3.6427 -0.7059 -0.7140
H 5.5009 0.2222 -0.9808
H 3.9993 0.6926 4.3093
H -6.3064 -0.0984 -4.1995
H -6.9626 1.4916 -3.6784
H 7.8516 -2.0336 7.9740
H -7.5437 1.4445 -6.8250
H 3.5107 -2.7155 5.9745
H 1.4041 -1.1525 -4.0070
H 5.8659 1.8291 -0.3393
H 3.3683 -1.2405 4.9574
H -3.3910 1.3374 -5.5256
H 5.5359 -2.7574 7.5143
H -8.2394 -3.4032 -5.5287
H 2.4677 3.0869 4.1726
H 2.0248 -1.2608 1.0620
H -12.5571 -1.0070 -6.2161
H -0.1091 0.3378 -2.8982
H 4.6434 -0.3654 9.4445
H 4.9462 -2.0043 5.2257
H 2.6916 -0.1806 7.9002
H 8.0548 0.9665 9.0984
H -11.4350 -1.5061 -7.5129

Cartesian forces (eV/Å) of the 6 atoms listed first:
-0.07 -0.49 -1.04
-0.03 1.26 2.19
-0.34 -0.51 0.40
4.74 -0.42 0.64
0.35 -0.31 -0.51
2.48 1.45 -2.74

=====

Entry 3:
Formula: C22H32N2O4
Source: OMol25
Level of theory: ωB97M-V with the def2-TZVPD basis set

The LUMO energy comes out at 0.733 eV. The energy relative to the best compared isomer or geometry (same formula, charge and spin) comes out at 23.63 kJ/mol. The value obtained for the HOMO energy is -0.291 Ha. The calculation puts the total energy at -34506.0634 eV. The HOMO-LUMO gap comes out at 8.66 eV.

Cartesian coordinates (Å):
O -2.4078 4.7909 -3.2243
O -4.5102 -1.2739 1.6686
O -1.4512 -2.4639 2.1208
O -0.0924 -0.6901 2.1228
N -4.2878 3.6012 -2.7174
N -2.6938 0.0654 1.3044
C 2.0056 -1.0048 -0.0762
C -3.2732 -2.7750 3.6369
C -4.4317 5.2668 -4.4273
C 2.7829 -1.8675 2.1200
C -0.3060 -1.8477 1.8384
C 6.3750 0.0147 -2.3024
C -2.2049 1.8404 -0.2181
C 5.6538 -0.6362 -1.1281
C -2.4614 -1.7546 2.8594
C -3.1316 0.9397 0.3031
C 1.8720 -3.0827 1.9907
C 3.2406 -1.3695 0.7470
C -4.4332 0.9445 -0.1889
C 4.1921 -0.1812 0.9229
C -4.7860 1.8334 -1.1837
C -3.5784 4.5459 -3.4015
C -3.3583 -0.9659 1.8747
C 0.6391 -2.7841 1.1253
C 1.0723 -2.2020 -0.2277
C -2.5583 2.7288 -1.2125
C 4.7999 0.3748 -0.3658
C -3.8595 2.7322 -1.7084
H 3.7748 -2.1838 0.2457
H 6.9698 -0.7185 -2.8425
H 0.0848 -3.7133 0.9589
H 0.1883 -1.9145 -0.8023
H -1.8341 3.4192 -1.6100
H 5.6581 0.4519 -2.9942
H 3.6504 -2.1334 2.7282
H -3.7836 -3.4352 2.9415
H -5.7997 1.8292 -1.5601
H 1.5868 -2.9923 -0.7802
H -5.1578 0.2528 0.2060
H 3.6495 0.6230 1.4258
H -5.2684 5.7632 -3.9400
H 6.3889 -1.0729 -0.4479
H -1.9610 -1.0441 3.5323
H 5.0068 -0.4900 1.5837
H 1.4781 -0.1894 0.4198
H -1.1932 1.8405 0.1614
H 4.0113 0.7493 -1.0205
H 2.2976 -0.6656 -1.0707
H 2.2487 -1.0640 2.6289
H 2.4225 -3.9002 1.5187
H -5.2613 3.4951 -2.9686
H -4.8188 4.5596 -5.1581
H 1.5535 -3.4212 2.9795
H 5.0242 -1.4446 -1.5035
H -4.0170 -2.2611 4.2381
H -1.7251 0.2004 1.5858
H 5.4285 1.2283 -0.0987
H -3.8240 6.0087 -4.9366
H 7.0374 0.8044 -1.9542
H -2.6235 -3.3610 4.2812

Cartesian forces (eV/Å) of the 6 atoms listed first:
0.31 0.05 0.06
-0.29 -0.08 -0.05
-0.34 -0.33 0.01
0.09 0.13 0.09
-0.42 -0.08 -0.06
0.37 0.25 0.02

=====

Entry 4:
Formula: C43H38AsCaIP
Source: OMol25
Level of theory: ωB97M-V with the def2-TZVPD basis set

The LUMO energy comes out at -2.651 eV. The energy relative to the best compared isomer or geometry (same formula, charge and spin) comes out at 0.00 kJ/mol. Its total charge is +1. The value obtained for the HOMO energy is -0.380 Ha. The calculation puts the total energy at -141870.4528 eV. The HOMO-LUMO gap comes out at 7.69 eV.

Cartesian coordinates (Å):
I -0.7663 0.6248 4.3753
As -0.5912 -0.2725 -4.0689
Ca -1.0420 -1.7837 2.5253
P 0.6404 -1.1413 0.2883
C 1.7990 -1.5196 5.8194
C -2.6443 1.4126 -2.9276
C 1.0742 -2.4921 4.9263
C 2.4529 1.0692 0.0020
C 2.9550 -4.2792 -0.9045
C 3.2418 -2.1091 0.7992
C -2.5683 2.8604 3.6983
C 2.7408 2.4243 0.1150
C 2.1097 0.2588 -5.1101
C -4.1827 1.6200 1.7840
C -3.7393 -1.0136 1.0116
C -5.0194 1.0058 0.8115
C 4.2544 -3.0580 0.7023
C -0.4605 2.4233 -2.8948
C 0.5890 -0.7332 -2.5476
C 4.1158 -4.1430 -0.1501
C -2.8905 -0.5157 1.9779
C -4.8074 -0.2821 0.4289
C 1.9421 -3.3324 -0.8039
C 1.8053 3.2964 0.6613
C -2.3402 3.5815 -1.9255
C 0.5712 2.8163 1.0788
C 0.3239 1.4682 -6.1718
C -3.1339 0.8525 2.3681
C -0.2428 -4.3780 3.3100
C -4.4025 2.9723 2.1565
C 3.0255 0.8616 -5.9696
C 1.2370 2.0749 -7.0228
C -1.2884 1.3532 -3.2386
C -2.3671 1.5613 3.3382
C 2.0783 -2.2289 0.0429
C -0.2507 -1.0762 -1.3246
C -0.9849 3.5317 -2.2414
C -3.1700 2.5238 -2.2723
C 0.2869 1.4636 0.9722
C -3.6182 3.5851 3.0871
C -0.1647 -3.0215 5.3085
C 2.5919 1.7728 -6.9220
C 1.6379 -2.9218 3.7230
C 1.2279 0.5754 0.4504
C 0.7552 0.5628 -5.2010
C 0.9951 -3.8655 2.9227
C -0.8181 -3.9556 4.5144
H 3.3052 2.2441 -7.5877
H -5.8273 1.5908 0.3786
H 3.1762 0.4140 -0.4645
H 1.0467 -3.4519 -1.4050
H -0.3359 4.3615 -1.9841
H 0.5955 2.3984 -3.1466
H 2.0339 4.3530 0.7445
H -4.2273 2.5638 -2.0421
H 2.4695 -0.4480 -4.3722
H 5.1551 -2.9448 1.2942
H 4.9091 -4.8775 -0.2305
H 2.3344 -2.0606 6.6031
H 4.0782 0.6169 -5.8915
H 1.1064 -0.8407 6.3197
H -1.7688 -4.3605 4.8338
H -0.8092 -2.0038 -1.4638
H 2.8400 -5.1219 -1.5763
H -5.4460 -0.7436 -0.3183
H -0.7283 1.7145 -6.2571
H -2.7495 4.4506 -1.4215
H -0.7396 -5.1228 2.7020
H 1.4609 -4.1937 2.0015
H 3.3591 -1.2815 1.4869
H -3.7932 4.6145 3.3764
H -0.6894 1.1056 1.2799
H 1.2342 -1.5638 -2.8319
H -3.6154 -2.0436 0.6636
H -0.1771 3.4905 1.4813
H -0.6189 -2.6956 6.2366
H -5.2196 3.5110 1.6866
H -1.9472 3.3371 4.4454
H 2.5296 -0.9311 5.2638
H 2.5949 -2.5223 3.4083
H -0.9999 -0.3034 -1.1422
H -3.2983 0.5930 -3.2041
H 1.2176 0.1398 -2.3637
H 0.8918 2.7826 -7.7672
H 3.6943 2.8000 -0.2382

Cartesian forces (eV/Å) of the 6 atoms listed first:
-0.19 0.07 -0.01
-0.06 -0.05 -0.04
0.54 -0.60 0.57
0.20 0.18 -0.33
-0.02 -0.05 -0.04
0.03 0.12 0.06